No. 1
DFT (the ωB97M-V functional and the def2-TZVPD basis) results for a structure of composition C30H73AsF6N4O16P3.

As for the net charge: -1. The calculation puts the HOMO energy at -6.31 eV. The calculation puts the orbital gap at 8.29 eV. The calculation puts the energy at -6469.2105 Eh. The LUMO energy is 2.0 eV. The energy relative to the best compared isomer or geometry (same formula, charge and spin) is 1.055 eV.

Cartesian coordinates (Å):
As  4.99  2.71  -6.12
F  3.32  3.02  -5.43
F  4.55  3.72  -7.47
F  6.60  2.39  -6.80
F  5.36  1.71  -4.70
F  4.33  1.32  -7.01
F  5.76  4.10  -5.28
C  1.48  1.91  -10.68
O  1.00  1.46  -11.75
N  0.98  1.54  -9.46
C  1.58  1.98  -8.24
C  -0.10  0.63  -9.40
H  2.31  2.63  -10.70
H  0.84  2.43  -7.59
H  2.36  2.73  -8.39
H  1.99  1.13  -7.70
H  -0.60  0.34  -10.33
H  0.30  -0.30  -9.01
H  -0.81  1.15  -8.76
C  3.96  -0.88  -9.33
O  3.61  -1.96  -8.84
N  4.62  -0.82  -10.54
C  4.93  0.39  -11.30
C  5.04  -2.04  -11.26
H  3.59  0.08  -8.94
H  4.72  1.28  -10.71
H  4.16  0.42  -12.07
H  5.95  0.43  -11.68
H  4.39  -2.15  -12.13
H  6.00  -1.95  -11.77
H  4.89  -2.91  -10.63
C  2.91  6.88  -8.31
O  1.95  7.08  -9.05
N  3.40  7.70  -7.33
C  4.38  6.98  -6.44
C  2.81  8.98  -6.80
H  3.38  5.89  -8.23
H  4.43  5.90  -6.59
H  4.13  7.09  -5.39
H  5.40  7.35  -6.54
H  3.54  9.64  -6.33
H  2.43  9.57  -7.64
H  2.09  8.71  -6.03
C  6.05  -1.78  -5.74
O  5.37  -2.47  -6.55
N  7.00  -2.27  -4.96
C  7.58  -1.44  -3.94
C  7.55  -3.60  -5.13
H  5.78  -0.73  -5.55
H  7.10  -1.68  -2.99
H  7.66  -0.37  -4.11
H  8.61  -1.79  -3.93
H  6.80  -4.21  -5.64
H  8.50  -3.45  -5.64
H  7.85  -3.99  -4.16
C  2.75  -1.53  -4.00
C  2.28  -0.57  -5.14
O  1.00  -0.98  -5.66
P  0.70  -2.47  -6.17
O  1.78  -3.46  -6.39
O  -0.28  -2.17  -7.48
C  -0.87  -3.24  -8.22
C  -2.27  -3.56  -7.93
O  -0.48  -3.01  -5.19
C  -0.16  -4.06  -4.28
C  -1.50  -4.68  -3.86
H  3.30  -2.37  -4.41
H  3.48  -0.90  -3.47
H  1.97  -1.88  -3.32
H  2.01  0.43  -4.81
H  2.94  -0.56  -6.00
H  -0.94  -2.88  -9.24
H  -0.22  -4.12  -8.25
H  -2.45  -3.94  -6.92
H  -2.88  -2.66  -8.02
H  -2.70  -4.34  -8.56
H  0.41  -4.83  -4.81
H  0.45  -3.65  -3.48
H  -2.16  -5.02  -4.66
H  -1.47  -5.49  -3.13
H  -1.99  -3.86  -3.34
C  9.87  1.79  -6.02
C  11.28  1.14  -6.18
O  11.10  -0.06  -6.90
P  11.46  -1.51  -6.33
O  10.40  -2.22  -5.49
O  12.90  -1.23  -5.59
C  13.62  -2.40  -5.15
C  14.92  -2.58  -5.93
O  11.93  -2.36  -7.66
C  11.49  -3.71  -7.79
C  11.74  -3.99  -9.23
H  9.55  2.36  -6.89
H  9.11  1.05  -5.81
H  9.92  2.66  -5.36
H  12.07  1.78  -6.57
H  11.58  0.97  -5.15
H  13.86  -2.25  -4.10
H  13.03  -3.31  -5.22
H  15.40  -1.63  -6.16
H  15.76  -3.19  -5.59
H  14.86  -2.76  -7.00
H  12.19  -4.36  -7.26
H  10.46  -3.99  -7.61
H  12.64  -3.46  -9.56
H  11.85  -5.08  -9.23
H  10.97  -3.62  -9.91
C  12.21  7.68  -1.66
C  11.71  6.41  -1.03
O  10.90  5.80  -2.05
P  9.37  6.30  -2.42
O  8.98  7.59  -1.87
O  9.42  6.03  -4.00
C  8.34  6.50  -4.86
C  8.57  5.98  -6.31
O  8.50  5.03  -1.91
C  8.77  3.74  -2.57
C  7.88  2.61  -1.91
H  11.35  8.31  -1.84
H  12.83  8.27  -0.99
H  12.76  7.51  -2.59
H  12.51  5.69  -0.83
H  11.14  6.44  -0.10
H  7.37  6.17  -4.49
H  8.37  7.58  -4.83
H  9.29  6.56  -6.89
H  8.80  4.94  -6.54
H  7.59  6.20  -6.73
H  8.47  3.85  -3.61
H  9.84  3.55  -2.47
H  7.95  1.72  -2.52
H  8.06  2.43  -0.85
H  6.81  2.85  -1.93



No. 2
DFT (the ωB97M-V functional and the def2-TZVPD basis) results for a cluster of 4 separate species, C30H74BBrN13O5P3S2 in total.

The SMILES is C=C[C@@H](OCB(N)O)[C@H](CCCSC(=S)n1ccnc1)NBr.CN(C)P(=O)(N(C)C)N(C)C.CN(C)P(=O)(N(C)C)N(C)C.CN(C)P(=O)(N(C)C)N(C)C. The calculation puts the HOMO energy at -8.14 eV. The calculation puts the orbital gap at 7.71 eV. The calculation puts the energy at -6694.5816 Eh. The LUMO energy is -0.4 eV. The energy relative to the best compared isomer or geometry (same formula, charge and spin) is 0.000 eV.

Cartesian coordinates (Å):
C  1.38  3.07  -3.24
C  1.29  1.92  -2.57
C  1.79  0.61  -3.17
O  1.61  -0.53  -2.36
C  1.99  -0.36  -0.99
B  3.54  0.01  -0.80
N  4.58  -0.95  -0.90
O  3.84  1.35  -0.49
C  1.01  0.36  -4.52
C  0.33  -1.00  -4.58
C  -1.01  -0.99  -3.85
C  -1.81  -2.29  -4.16
S  -3.53  -1.96  -4.58
C  -4.24  -1.47  -3.04
S  -3.91  -2.29  -1.68
N  -5.07  -0.35  -3.00
C  -6.35  -0.31  -2.47
C  -6.76  0.98  -2.61
N  -5.77  1.75  -3.20
C  -4.79  0.92  -3.42
N  1.89  0.57  -5.69
Br  3.11  -0.85  -5.92
H  1.61  4.02  -2.76
H  1.27  3.02  -4.32
H  0.87  1.98  -1.57
H  2.83  0.76  -3.48
H  1.33  0.31  -0.42
H  1.85  -1.34  -0.53
H  4.49  -1.56  -1.71
H  5.47  -0.46  -0.96
H  4.28  1.75  -1.24
H  0.23  1.11  -4.64
H  0.96  -1.84  -4.29
H  0.07  -1.16  -5.64
H  -1.63  -0.17  -4.23
H  -0.90  -0.83  -2.77
H  -1.74  -2.92  -3.27
H  -1.32  -2.81  -4.98
H  -6.87  -1.15  -2.04
H  -7.71  1.38  -2.31
H  -3.82  1.12  -3.86
H  2.46  1.39  -5.54
C  10.84  -4.15  -1.78
N  9.80  -3.30  -1.22
C  10.39  -2.28  -0.36
P  8.25  -3.81  -0.70
O  7.46  -2.58  -1.02
N  7.47  -4.87  -1.87
C  8.02  -5.01  -3.21
C  6.04  -4.61  -1.99
N  8.86  -5.20  0.23
C  8.83  -6.57  -0.26
C  8.32  -5.17  1.61
H  11.34  -4.77  -1.02
H  11.60  -3.52  -2.24
H  10.48  -4.79  -2.57
H  10.79  -2.72  0.57
H  9.65  -1.53  -0.10
H  11.20  -1.77  -0.88
H  8.27  -4.04  -3.67
H  7.31  -5.52  -3.86
H  8.91  -5.65  -3.22
H  5.82  -3.74  -2.62
H  5.59  -4.43  -1.01
H  5.54  -5.48  -2.41
H  7.82  -6.94  -0.45
H  9.28  -7.21  0.50
H  9.44  -6.69  -1.15
H  7.24  -5.41  1.63
H  8.45  -4.17  2.04
H  8.84  -5.87  2.25
C  3.64  2.74  2.56
N  2.29  3.21  2.32
C  2.16  3.72  0.96
P  1.31  4.06  3.44
O  -0.05  3.56  3.00
N  1.30  3.30  5.03
C  1.86  1.97  5.21
C  -0.02  3.33  5.66
N  2.58  5.20  3.93
C  3.35  5.06  5.15
C  2.09  6.59  3.83
H  4.38  3.55  2.56
H  3.92  2.04  1.77
H  3.73  2.19  3.49
H  2.71  4.67  0.83
H  1.11  3.90  0.72
H  2.54  3.00  0.22
H  1.52  1.26  4.44
H  1.58  1.57  6.19
H  2.95  1.99  5.22
H  -0.69  2.55  5.28
H  -0.51  4.29  5.49
H  0.08  3.20  6.74
H  2.74  5.10  6.06
H  4.07  5.88  5.20
H  3.94  4.15  5.16
H  1.35  6.82  4.61
H  1.61  6.75  2.86
H  2.91  7.30  3.91
C  -9.26  -0.24  3.43
N  -8.81  0.55  2.30
C  -7.83  1.54  2.74
P  -9.78  1.08  0.99
O  -8.74  1.06  -0.10
N  -10.78  -0.20  0.34
C  -10.55  -1.58  0.74
C  -10.88  -0.16  -1.12
N  -11.10  1.68  2.01
C  -12.33  0.95  2.24
C  -11.44  3.08  1.65
H  -9.85  0.35  4.15
H  -8.39  -0.63  3.97
H  -9.84  -1.11  3.14
H  -8.30  2.34  3.33
H  -7.34  1.99  1.88
H  -7.05  1.07  3.34
H  -9.49  -1.87  0.70
H  -11.11  -2.26  0.09
H  -10.94  -1.78  1.74
H  -10.00  -0.60  -1.61
H  -10.98  0.87  -1.47
H  -11.77  -0.71  -1.44
H  -12.91  0.76  1.33
H  -12.96  1.53  2.92
H  -12.15  0.00  2.75
H  -11.93  3.13  0.68
H  -10.53  3.68  1.60
H  -12.08  3.53  2.40